[1]
{"formula": "C4H12N2O", "method": "the ωB97M-V functional and the def2-TZVPD basis", "e_homo_ev": -8.88, "gap_ha": 0.3607, "e_tot_ha": -344.325081, "de_lowest_ev": 1.631, "species": ["N", "C", "C", "C", "N", "C", "O", "H", "H", "H", "H", "H", "H", "H", "H", "H", "H", "H", "H"], "xyz": [[0.2410, -2.3802, 0.4578], [0.6720, -1.5526, -0.7548], [0.7253, -0.0502, -0.4781], [-0.5260, 0.4638, 0.2234], [-0.6913, 0.1414, 1.6485], [-0.6393, 1.9803, 0.0447], [-1.2503, 2.2978, -1.2393], [1.1298, -2.3694, 0.9572], [0.0005, -3.2979, 0.0929], [1.6521, -1.8782, -1.0837], [-0.0940, -1.7650, -1.5131], [1.5231, 0.2409, 0.2170], [0.7727, 0.3738, -1.5137], [-1.4065, 0.0338, -0.2725], [-0.3921, -0.7899, 1.8937], [-0.1698, 0.8259, 2.1990], [-1.3045, 2.4622, 0.7518], [0.3804, 2.4478, 0.1127], [-0.6231, 2.8157, -1.7434]], "forces_ev_per_angstrom": [[1.0, 1.4, -1.3], [-1.1, -0.5, 1.0], [-0.8, -0.4, -0.2], [-1.3, 0.0, -0.1], [0.5, 1.0, 0.1], [0.2, 0.5, -0.9], [0.6, -0.4, 0.4], [-0.5, -1.0, 0.5], [0.4, -0.1, 0.5], [0.1, -0.2, -0.4], [0.4, 0.3, -0.1], [0.5, -0.1, -0.7], [0.4, 0.3, 1.0], [0.1, 0.1, -0.1], [0.0, -0.1, -0.3], [-0.1, -0.4, 0.0], [0.1, -0.3, 0.6], [-0.8, -0.3, 0.0], [0.0, 0.1, -0.2]], "mulliken_charge": [-0.5879, -0.7519, -0.7152, 0.5862, -0.6943, -0.8617, -0.5288, 0.2206, 0.2274, 0.3526, 0.4316, 0.3183, 0.1905, 0.2602, 0.3084, 0.2361, 0.3502, 0.3492, 0.3086]}


[2]
{"formula": "C4H12N2O", "method": "the ωB97M-V functional and the def2-TZVPD basis", "e_homo_ev": -8.83, "gap_ha": 0.3583, "e_tot_ha": -344.299948, "de_lowest_ev": 2.315, "species": ["C", "C", "C", "C", "N", "O", "H", "H", "H", "H", "H", "H", "H", "H", "H", "N", "H", "H", "H"], "xyz": [[-1.6326, -0.2231, 1.0296], [-0.7044, -0.1948, -0.1818], [-1.2902, 0.7121, -1.2606], [0.8877, 0.4745, 0.2958], [1.6523, 0.8488, -0.7940], [0.9120, 1.1401, 1.3188], [-2.6364, -0.5726, 0.7598], [-1.7062, 0.7710, 1.4837], [-1.2594, -0.9009, 1.8056], [-0.6394, -1.2056, -0.6124], [-0.7054, 0.6884, -2.1858], [-1.3263, 1.7506, -0.9141], [-2.2994, 0.3944, -1.5493], [2.0671, 1.7690, -0.7268], [1.4623, 0.4403, -1.6982], [1.7762, -1.5177, 0.7135], [0.7129, -1.5320, 0.8678], [2.2281, -1.5178, 1.6266], [2.5013, -1.3248, 0.0219]], "forces_ev_per_angstrom": [[0.5, -0.1, 0.3], [1.5, 0.5, 0.3], [0.3, 0.2, -0.2], [-3.8, 2.2, -0.9], [0.2, -0.6, 0.0], [0.3, -0.9, -0.3], [0.2, 0.1, -0.1], [0.0, -0.2, -0.1], [0.0, 0.1, 0.0], [0.3, 0.2, 0.2], [0.0, 0.1, 0.1], [-0.1, -0.1, -0.1], [0.1, 0.0, 0.3], [0.0, -0.3, -0.1], [0.0, 0.3, 0.2], [-0.5, -1.0, 2.5], [3.0, -0.2, -1.5], [-0.3, 0.0, -0.3], [-1.7, -0.2, -0.3]], "mulliken_charge": [-1.2498, 0.1841, -1.4080, 0.5547, -0.4654, -0.6273, 0.4137, 0.2932, 0.3297, 0.4052, 0.3120, 0.3159, 0.4173, 0.2121, 0.2080, -0.8057, 0.3769, 0.2316, 0.3017]}


[3]
{"formula": "C4H12N2O", "method": "the ωB97M-V functional and the def2-TZVPD basis", "e_homo_ev": -7.70, "gap_ha": 0.3132, "e_tot_ha": -344.313759, "de_lowest_ev": 1.939, "species": ["C", "C", "C", "N", "C", "N", "H", "H", "H", "H", "H", "H", "H", "H", "H", "H", "O", "H", "H"], "xyz": [[-1.6278, 0.0175, -2.6540], [-0.3304, -0.0104, -1.8236], [-0.2613, 1.0070, -0.6954], [-0.6659, 2.3726, -0.9630], [0.4626, 0.6941, 0.3752], [0.8566, 1.5699, 1.4036], [-2.1614, -0.9200, -2.6034], [-1.5848, 0.3735, -3.6784], [-2.3864, 0.6245, -2.1331], [0.5371, 0.1741, -2.4654], [-0.2521, -1.0311, -1.4553], [-1.6793, 2.4016, -1.0151], [-0.3886, 2.5182, -1.9318], [0.9340, -0.2599, 0.5752], [0.1915, 2.1815, 1.7722], [1.3989, 1.1705, 2.1499], [1.5273, -4.4771, 3.6628], [0.5687, -4.4855, 3.5417], [1.6446, -5.3926, 3.9358]], "forces_ev_per_angstrom": [[-1.0, 0.5, 1.0], [-0.4, 0.1, -0.5], [0.5, -0.6, -0.2], [-0.1, -0.8, -0.1], [0.5, 0.7, 1.4], [0.8, -0.6, -0.5], [0.3, -0.7, -0.5], [0.3, -0.1, -0.1], [0.3, 0.4, -0.2], [0.0, -0.1, -0.2], [0.4, 0.1, 0.3], [-0.1, 0.1, 0.2], [0.1, 0.4, 0.0], [-0.4, -0.4, -0.8], [-1.1, 1.2, 0.2], [-0.1, -0.3, -0.1], [-0.6, -0.4, 0.0], [0.1, 0.5, -0.1], [0.5, -0.1, 0.1]], "mulliken_charge": [-1.1217, -0.4445, 0.0288, -0.6304, -0.2115, -0.5158, 0.3238, 0.2929, 0.3239, 0.2801, 0.3194, 0.2906, 0.2984, 0.3365, 0.2075, 0.2221, -0.6357, 0.3186, 0.3171]}


[4]
{"formula": "C4H12N2O", "method": "the ωB97M-V functional and the def2-TZVPD basis", "e_homo_ev": -8.76, "gap_ha": 0.3517, "e_tot_ha": -344.302062, "de_lowest_ev": 2.257, "species": ["N", "C", "C", "N", "C", "C", "O", "H", "H", "H", "H", "H", "H", "H", "H", "H", "H", "H", "H"], "xyz": [[-1.9989, 0.3767, 2.0130], [-1.1981, -0.6355, 1.3210], [-1.1388, -0.3502, -0.1990], [-0.1658, -1.1992, -0.8815], [0.9920, -0.4688, -1.4637], [1.7557, 0.4659, -0.5337], [2.4887, 1.3528, -1.4027], [-2.4222, 1.1465, 1.5136], [-1.5474, 0.8121, 2.8054], [-0.1925, -0.5143, 1.7138], [-1.6895, -1.6074, 1.3562], [-1.0966, 0.7372, -0.3819], [-2.1344, -0.6317, -0.6037], [0.2234, -1.7563, -0.1204], [0.5568, 0.1310, -2.2671], [1.6582, -1.2378, -1.8724], [2.4758, 0.0571, 0.1570], [1.0074, 1.0617, -0.0073], [2.4263, 2.2602, -1.1464]], "forces_ev_per_angstrom": [[-0.5, 0.2, 0.9], [-0.5, 2.0, -1.3], [-1.6, -0.1, -0.1], [1.2, 0.4, 0.8], [-0.6, -0.8, 0.2], [-0.4, 1.5, -1.1], [0.3, -0.9, -0.4], [0.1, -0.5, -0.7], [0.2, -0.4, 0.0], [0.2, -0.9, 0.1], [0.6, -0.3, 0.8], [0.7, -0.3, -0.1], [0.3, 0.2, 0.2], [0.0, -0.4, -0.4], [0.5, 0.0, -0.1], [-0.1, 0.3, -0.2], [-0.1, -0.7, 0.3], [0.1, -0.1, 0.4], [-0.2, 0.6, 0.5]], "mulliken_charge": [-0.6074, -0.2656, -0.8164, -0.3545, -0.5427, -0.2098, -0.5332, 0.2078, 0.2176, 0.3165, 0.2921, 0.3479, 0.2830, 0.2778, 0.3053, 0.2990, 0.2342, 0.2589, 0.2894]}


[5]
{"formula": "C4H12N2O", "method": "the ωB97M-V functional and the def2-TZVPD basis", "e_homo_ev": -8.44, "gap_ha": 0.3454, "e_tot_ha": -344.314949, "de_lowest_ev": 1.907, "species": ["C", "O", "C", "C", "C", "N", "N", "H", "H", "H", "H", "H", "H", "H", "H", "H", "H", "H", "H"], "xyz": [[-1.6456, -0.1517, 1.7167], [-0.5765, 0.4896, 1.0771], [-0.8605, 0.9425, -0.3419], [0.3498, 0.8274, -1.2257], [1.3492, -0.4565, -0.8073], [2.0722, -0.1922, 0.3928], [0.6408, -1.6896, -0.6693], [-2.4370, 0.5689, 2.0055], [-2.0977, -0.9193, 1.0778], [-1.2570, -0.6160, 2.6224], [-1.2085, 1.9778, -0.2625], [-1.6756, 0.3119, -0.7012], [0.9785, 1.7142, -1.1567], [0.0478, 0.6760, -2.2627], [2.0537, -0.5436, -1.6434], [2.7081, 0.5865, 0.2799], [1.4206, 0.0125, 1.1484], [0.0199, -1.8515, -1.4504], [0.1179, -1.6868, 0.2003]], "forces_ev_per_angstrom": [[-0.6, 0.5, 0.0], [0.2, 0.6, -1.8], [-0.3, -0.5, 1.9], [1.7, -1.6, 0.7], [-1.2, 2.0, -1.0], [0.4, 0.0, 0.6], [-0.2, -0.5, 0.1], [0.2, -0.3, -0.1], [0.0, -0.1, 0.0], [0.0, 0.0, 0.0], [-0.1, -0.2, -0.1], [0.0, 0.0, 0.0], [0.0, 0.1, -0.1], [-0.1, 0.1, 0.0], [0.0, 0.0, 0.1], [-0.1, 0.0, 0.0], [0.2, 0.1, -0.3], [-0.1, 0.0, 0.1], [-0.1, -0.1, -0.2]], "mulliken_charge": [-0.7882, -0.3384, -0.4739, -0.7410, -0.0693, -0.7193, -0.6703, 0.2441, 0.3844, 0.2540, 0.3301, 0.3631, 0.3270, 0.3533, 0.3942, 0.2692, 0.3410, 0.2565, 0.2836]}


[6]
{"formula": "C4H12N2O", "method": "the ωB97M-V functional and the def2-TZVPD basis", "e_homo_ev": -8.76, "gap_ha": 0.3438, "e_tot_ha": -344.338731, "de_lowest_ev": 1.260, "species": ["H", "N", "C", "N", "H", "H", "H", "C", "C", "C", "O", "H", "H", "H", "H", "H", "H", "H", "H"], "xyz": [[-0.0857, -1.8544, -3.3131], [-0.4849, -0.9209, -3.4502], [0.0650, -0.1034, -2.6080], [-0.3721, 1.2062, -2.5388], [0.8692, -0.3173, -1.8753], [-0.2476, 1.6939, -1.6748], [-1.1182, 1.4786, -3.1763], [0.6141, -1.3728, 1.2801], [0.3942, 0.1195, 1.5504], [-0.9100, 0.5280, 2.2386], [0.5070, 0.8316, 0.2868], [1.6625, -1.5343, 1.0325], [0.0766, -1.7403, 0.4008], [0.3531, -1.9165, 2.1844], [1.2445, 0.4585, 2.1661], [-0.9409, 0.1152, 3.2417], [-1.7065, 0.0986, 1.5846], [-0.9895, 1.6351, 2.2699], [1.0691, 1.5946, 0.4006]], "forces_ev_per_angstrom": [[0.0, 0.4, -0.3], [1.0, 0.3, 1.2], [-1.1, 0.0, -0.5], [0.3, -0.5, -0.7], [-0.5, -0.1, -0.5], [-0.1, 0.1, 0.1], [0.3, -0.2, 0.5], [-0.1, 0.6, -0.1], [0.8, 0.7, -0.1], [0.0, -0.3, -1.3], [-0.2, -0.5, 0.1], [0.1, 0.0, 0.2], [-0.4, 0.1, 0.3], [0.0, -0.3, -0.1], [-0.2, -0.1, 0.0], [-0.2, -0.1, 0.1], [0.2, 0.5, 0.8], [0.0, -0.7, 0.0], [0.2, 0.2, 0.2]], "mulliken_charge": [0.2225, -0.7571, 0.2056, -0.4269, 0.2974, 0.2282, 0.2482, -1.2718, 0.4586, -1.2117, -0.4878, 0.3139, 0.3180, 0.3743, 0.2500, 0.3643, 0.2971, 0.3055, 0.2716]}


[7]
{"formula": "C4H12N2O", "method": "the ωB97M-V functional and the def2-TZVPD basis", "e_homo_ev": -9.04, "gap_ha": 0.3706, "e_tot_ha": -344.334687, "de_lowest_ev": 1.370, "species": ["C", "C", "O", "C", "N", "C", "N", "H", "H", "H", "H", "H", "H", "H", "H", "H", "H", "H", "H"], "xyz": [[-1.2878, -1.3029, -1.1128], [-0.9049, 0.1333, -0.8992], [-1.8455, 0.7875, -0.0093], [0.5136, 0.2700, -0.2605], [0.9752, 1.6264, -0.5278], [0.4075, -0.0139, 1.2505], [1.5909, -0.7807, 1.7443], [-1.2235, -1.8999, -0.2045], [-2.2992, -1.4198, -1.5122], [-0.6624, -1.7392, -1.8953], [-0.9726, 0.7296, -1.8120], [-1.9388, 1.6828, -0.3274], [1.1765, -0.4273, -0.7875], [1.2715, 1.7279, -1.4939], [1.8084, 1.8821, 0.0039], [-0.5105, -0.4843, 1.5658], [0.4918, 0.9937, 1.6703], [1.2572, -1.5702, 2.2762], [2.1526, -0.1951, 2.3313]], "forces_ev_per_angstrom": [[-0.4, -0.3, -0.7], [0.1, 1.0, 0.9], [-0.1, -0.7, -0.2], [-1.1, -0.5, -1.1], [0.5, 0.8, 0.2], [2.1, 0.6, -0.3], [-0.9, -0.1, -0.6], [0.1, 0.0, 0.0], [-0.1, 0.3, 0.3], [0.3, -0.1, 0.3], [0.4, -0.4, -0.4], [0.0, 0.3, 0.1], [-0.1, -0.4, 0.5], [-0.2, -0.1, 0.0], [-0.3, -0.3, 0.1], [-0.3, 0.0, -0.2], [-0.6, -0.2, 0.3], [0.3, 0.0, 0.2], [0.2, 0.0, 0.4]], "mulliken_charge": [-1.3533, -0.1506, -0.5883, 0.6346, -0.7878, -0.7911, -0.5735, 0.2808, 0.3798, 0.3487, 0.4560, 0.3262, 0.1554, 0.2247, 0.2160, 0.3926, 0.3834, 0.2144, 0.2321]}


[8]
{"formula": "C4H12N2O", "method": "the ωB97M-V functional and the def2-TZVPD basis", "e_homo_ev": [-14.14, -13.46], "gap_ha": [0.4136, 0.2134], "multiplicity": 2, "e_tot_ha": -344.018566, "s2": 0.757, "de_lowest_ev": 1.196, "total_charge": 1, "species": ["C", "N", "C", "O", "C", "N", "C", "H", "H", "H", "H", "H", "H", "H", "H", "H", "H", "H", "H"], "xyz": [[0.4143, -0.1881, 0.6574], [0.6074, -0.0472, -0.7293], [1.2979, -1.0098, -1.5556], [2.6978, -0.8870, -1.4764], [-1.1021, -0.4303, 1.0649], [-1.7704, 0.7264, 1.5062], [-2.2195, 1.6947, 0.5609], [1.0737, -0.9033, 1.1596], [0.7962, 0.6950, 1.1920], [0.6514, 0.9110, -1.0553], [1.0528, -0.7338, -2.5780], [1.0393, -2.0118, -1.2241], [2.9862, -0.8627, -0.5556], [-1.1290, -1.1642, 1.8593], [-1.6801, -0.8507, 0.2377], [-1.5708, 1.0505, 2.4452], [-3.1006, 1.2722, 0.0601], [-2.5094, 2.6399, 1.0215], [-1.5407, 2.0183, -0.2303]], "forces_ev_per_angstrom": [[1.7, 1.1, 0.2], [-0.1, 0.5, 0.6], [0.5, 0.3, 0.3], [0.2, 0.4, 0.0], [-1.6, -0.6, 0.5], [1.3, 0.3, -0.3], [-1.4, 0.7, -0.2], [-0.6, -0.9, -0.6], [-0.7, 0.3, -0.3], [0.1, -0.2, -0.1], [-0.1, -0.7, -0.1], [-0.6, -0.1, -0.3], [0.0, -0.2, -0.1], [0.2, -0.2, 0.3], [0.5, 0.1, -0.2], [-0.1, 0.0, 0.0], [0.1, 0.2, -0.1], [-0.1, -0.3, 0.4], [0.7, -0.7, 0.0]], "mulliken_charge": [-0.5760, -0.1173, -0.4292, -0.4854, -0.6108, -0.0451, -0.7821, 0.4475, 0.4134, 0.2599, 0.3150, 0.3538, 0.3126, 0.3385, 0.3408, 0.3302, 0.3163, 0.3585, 0.2593]}


[9]
{"formula": "C4H12N2O2", "method": "the ωB97M-V functional and the def2-TZVPD basis", "e_homo_ev": -8.46, "gap_ha": 0.1997, "e_tot_ha": -419.418614, "de_lowest_ev": 6.255, "species": ["N", "C", "C", "N", "C", "C", "O", "H", "H", "H", "H", "H", "H", "H", "H", "H", "H", "H", "H", "O"], "xyz": [[2.3768, -1.3678, -0.2738], [1.3509, -0.5889, -0.8748], [0.1722, -0.3559, 0.1928], [-0.9861, -0.3089, -0.4868], [-1.7279, 0.8454, -0.2592], [-3.1061, 0.8039, -0.9189], [0.4357, 0.6740, 1.0164], [2.5244, -1.0569, 0.7226], [1.2045, 0.2945, 1.6705], [1.6241, 0.4256, -1.1778], [0.9399, -1.1083, -1.7323], [0.2027, -1.2901, 0.8156], [-1.1424, 1.7167, -0.5998], [-1.7992, 1.0229, 0.8285], [-3.6661, -0.0382, -0.5116], [-2.9932, 0.6377, -1.9859], [-3.6600, 1.7271, -0.7491], [2.8224, -0.2272, 2.9285], [3.2222, -1.3824, -0.8315], [2.2051, -0.4232, 2.2265]], "forces_ev_per_angstrom": [[-0.1, -0.2, 0.6], [0.7, -0.7, -1.0], [-0.4, 1.5, 1.4], [0.1, -0.6, -0.1], [-1.4, 0.2, -0.4], [0.4, -0.2, 0.1], [-0.5, -0.1, -0.6], [0.5, -0.1, -0.4], [1.5, -0.1, 1.1], [-0.2, 0.2, 0.2], [-0.2, 0.0, -0.2], [0.0, -0.4, -0.7], [0.3, 0.0, 0.2], [0.4, 0.0, 0.1], [-0.1, 0.1, 0.0], [-0.1, 0.1, -0.1], [0.1, -0.1, 0.0], [-0.1, 0.2, 0.1], [-0.1, 0.1, 0.1], [-0.7, -0.1, -0.4]], "mulliken_charge": [-0.5978, -0.4200, 0.1969, -0.2875, -0.1999, -1.1911, -0.5772, 0.3453, 0.4391, 0.2517, 0.3953, 0.4813, 0.3347, 0.3814, 0.3151, 0.3263, 0.3689, 0.1565, 0.2281, -0.9472]}


[10]
{"formula": "C4H12N2O2", "method": "the ωB97M-V functional and the def2-TZVPD basis", "e_homo_ev": -8.95, "gap_ha": 0.3575, "e_tot_ha": -419.589151, "de_lowest_ev": 1.614, "species": ["N", "C", "C", "C", "N", "C", "O", "H", "H", "H", "H", "H", "H", "H", "H", "H", "H", "O", "H", "H"], "xyz": [[0.5768, -0.9548, 1.6825], [-0.3157, -1.2151, 0.5832], [0.3538, -1.5795, -0.7567], [-0.0915, -0.6626, -1.9065], [0.2477, 0.7104, -1.6848], [-0.5556, 1.7517, -2.0283], [-0.1795, 2.9047, -2.0049], [1.1672, -1.6989, 1.9858], [0.9755, -0.0363, 1.7017], [-1.0705, -1.9578, 0.8360], [-0.9270, -0.3181, 0.4282], [1.4340, -1.5292, -0.6343], [0.0945, -2.5934, -1.0721], [-1.1768, -0.7428, -1.9285], [0.2599, -1.0701, -2.8566], [1.2254, 0.9036, -1.5335], [-1.5935, 1.4602, -2.2413], [-0.4795, 2.1112, 3.7939], [-0.0362, 2.5947, 3.1025], [0.0911, 1.9222, 4.5338]], "forces_ev_per_angstrom": [[-0.9, 0.1, 0.3], [-0.1, 0.4, -0.4], [-0.3, 0.2, -0.4], [-0.5, -1.0, 0.5], [0.0, -0.1, -0.3], [0.7, 0.4, 0.6], [-0.3, -0.1, -0.2], [0.4, -0.2, -0.1], [0.3, 0.0, 0.0], [0.2, -0.3, 0.2], [0.3, 0.1, 0.1], [0.2, 0.0, 0.0], [0.2, -0.1, 0.1], [-0.2, 0.2, -0.2], [0.2, 0.2, -0.1], [0.0, 0.3, 0.0], [0.0, -0.1, -0.2], [-1.1, -0.3, -0.1], [0.5, 0.2, 0.1], [0.5, 0.2, -0.1]], "mulliken_charge": [-0.4952, -0.4791, -0.5608, -0.8119, -0.0544, 0.1150, -0.5759, 0.1712, 0.1869, 0.3440, 0.2829, 0.3777, 0.3160, 0.3437, 0.3333, 0.2233, 0.2873, -0.6339, 0.3161, 0.3138]}